This record from the Open Molecules 2025 dataset describes a molecular structure, C17H26ClFFeN2OPSbSe4Si in a non-equilibrium geometry. The level of theory is the ωB97M-V functional and the def2-TZVPD basis.

multiplicity	5
charge	-2
gap between HOMO and LUMO (spin up / spin down)	4.52 / 4.51	eV

Geometry (Å):
Fe: 0.2787 0.1587 0.0148
C: -3.0389 -1.1098 -1.8550
Si: -2.1948 -1.4619 -0.2328
C: -0.6646 -2.5278 -0.5836
C: -3.3694 -2.6628 0.6681
N: -1.6836 -0.1628 0.7517
C: -2.3564 0.6944 1.5631
C: -3.6618 0.4320 2.0642
C: -4.3164 1.2828 2.9464
C: -3.7184 2.4498 3.3928
C: -2.4446 2.7651 2.9156
C: -1.8142 1.9134 2.0375
F: -0.5922 2.2797 1.6146
H: -3.8622 -1.8248 -2.0021
H: -2.3527 -1.2056 -2.6979
H: -3.4516 -0.0990 -1.8956
H: -0.9693 -3.4048 -1.1738
H: -0.1910 -2.8905 0.3392
H: 0.0980 -2.0307 -1.1778
H: -3.3300 -3.6456 0.1756
H: -4.4053 -2.3029 0.6138
H: -3.1071 -2.8012 1.7268
H: -4.1459 -0.4742 1.7234
H: -5.3185 1.0325 3.2840
H: -4.2258 3.1111 4.0858
H: -1.9405 3.6798 3.2064
Cl: 0.6648 -3.6125 4.0198
C: 1.4071 -2.3106 3.1362
C: 2.7730 -2.2676 2.9916
C: 3.3047 -1.1578 2.3834
C: 2.4465 -0.1697 1.9123
N: 1.1253 -0.2679 1.9602
C: 0.6141 -1.3007 2.6152
H: 3.3922 -3.0713 3.3675
H: 4.3738 -1.0349 2.2818
H: 2.8278 0.7387 1.4751
H: -0.4656 -1.3010 2.7149
Se: -0.3820 0.8633 -5.6667
Sb: -0.5314 2.4610 -3.8146
Se: -0.2864 1.1259 -1.6946
Se: -2.6385 3.6852 -3.7310
Se: 1.4065 3.9928 -3.9447
C: 2.8246 2.3260 -1.5373
P: 2.9697 0.5744 -1.9290
C: 4.7607 0.2903 -1.7954
C: 2.5974 0.2743 -3.6479
O: 2.3009 -0.3835 -0.9500
H: 3.8235 2.7652 -1.4462
H: 2.2870 2.4383 -0.6038
H: 2.2730 2.8524 -2.3292
H: 5.3126 0.9287 -2.4905
H: 4.9692 -0.7610 -2.0046
H: 5.0700 0.5064 -0.7706
H: 2.6045 1.2116 -4.2098
H: 1.6107 -0.1718 -3.7469
H: 3.3427 -0.4190 -4.0502

---

This record from the Open Molecules 2025 dataset describes 2 unconnected molecules or ions with the total composition C5H11O2 in a non-equilibrium geometry. The level of theory is the ωB97M-V functional and the def2-TZVPD basis.

multiplicity	1
charge	-1
energy above the lowest of the compared OMol25 structures with the same formula, charge and spin	132.0	kJ/mol
gap between HOMO and LUMO	7.50	eV

Geometry (Å):
C: 2.2080 -0.9322 0.0437
C: 1.1605 -0.2850 -0.9360
C: 1.5731 -2.1981 0.6515
O: 0.3602 -2.0469 0.9755
O: 2.1801 -3.2495 0.4373
H: 3.2481 -1.1383 -0.3693
H: 2.5356 -0.2395 0.8424
H: 1.6688 0.1420 -1.8609
H: 0.6033 0.4608 -0.2873
H: 0.4201 -1.0546 -1.3291
C: -1.4728 0.8879 0.6734
C: -2.4558 1.7341 -0.2209
H: -2.1294 0.2410 1.2965
H: -0.7585 0.3415 0.1658
H: -0.9012 1.6269 1.3711
H: -1.9819 2.2961 -1.1023
H: -3.1467 0.9970 -0.7087
H: -3.1116 2.4170 0.3572

---

This record from the Open Molecules 2025 dataset describes 2 unconnected molecules or ions with the total composition H12N10 in a non-equilibrium geometry. The level of theory is the ωB97M-V functional and the def2-TZVPD basis.

multiplicity	1
gap between HOMO and LUMO (spin up / spin down)	7.59 / 7.71	eV

Geometry (Å):
N: 0.9100 1.5710 -1.8197
N: -1.2607 0.9183 -1.6787
N: -1.6432 -0.8455 1.2884
N: -1.1966 1.4607 1.3957
N: 0.4956 -2.1625 -0.0943
N: 2.3584 -0.9742 0.6994
N: 0.0297 0.5499 -1.6725
N: -0.9402 0.2514 0.7290
N: 0.9463 -1.0600 0.6759
N: 0.3740 0.1374 0.3628
H: 0.5254 2.5086 -1.8099
H: 1.5822 1.4021 -2.5540
H: -1.8418 0.1502 -1.3746
H: -1.4713 1.7759 -1.1659
H: -1.1711 -1.1890 2.1300
H: -1.6209 -1.6011 0.6100
H: -2.2000 1.6180 1.3611
H: -0.9186 1.4340 2.3799
H: 0.9488 -2.9917 0.2761
H: 0.7659 -2.0457 -1.0755
H: 2.7184 -0.5287 -0.1482
H: 2.6096 -0.3788 1.4849

---

This record from the Open Molecules 2025 dataset describes 7 unconnected molecules or ions with the total composition C22H66N6O7P2S5 in a non-equilibrium geometry. The level of theory is the ωB97M-V functional and the def2-TZVPD basis.

multiplicity	1
energy above the lowest of the compared OMol25 structures with the same formula, charge and spin	0.0	kJ/mol
gap between HOMO and LUMO	7.85	eV

Geometry (Å):
O: 7.3565 -0.9595 -25.7571
P: 8.2728 -1.6171 -24.8168
N: 9.3728 -2.5828 -25.5977
C: 9.5885 -2.3871 -27.0329
C: 10.4456 -3.2601 -24.8941
N: 7.4326 -2.5878 -23.7646
C: 7.8218 -2.9123 -22.3995
C: 6.2560 -3.2728 -24.2916
N: 9.1407 -0.6252 -23.7999
C: 10.3914 -0.0668 -24.2872
C: 8.3479 0.2511 -22.9419
H: 9.8902 -3.3550 -27.4431
H: 10.3784 -1.6558 -27.2307
H: 8.6507 -2.1036 -27.4972
H: 10.4848 -4.3044 -25.2210
H: 10.2702 -3.2467 -23.8203
H: 11.4238 -2.8122 -25.1034
H: 8.2710 -3.9109 -22.3239
H: 8.6128 -2.2240 -22.1062
H: 6.9871 -2.7980 -21.7065
H: 6.0254 -4.1527 -23.6949
H: 5.3985 -2.5966 -24.3377
H: 6.4592 -3.5715 -25.3231
H: 11.1965 -0.1931 -23.5598
H: 10.6653 -0.4891 -25.2505
H: 10.2702 1.0074 -24.4669
H: 8.4094 -0.0813 -21.8980
H: 7.2971 0.2603 -23.2271
H: 8.7320 1.2710 -22.9498
O: 0.1435 -2.2940 -20.2647
P: 1.1373 -3.2555 -19.7355
N: 1.7195 -2.8316 -18.2565
C: 2.7931 -1.8518 -18.2233
C: 1.3888 -3.5117 -17.0073
N: 2.4797 -3.4412 -20.6471
C: 3.5412 -4.3567 -20.2746
C: 2.5023 -2.9957 -22.0407
N: 0.3592 -4.7412 -19.6282
C: -0.7126 -4.9399 -18.6701
C: 0.9854 -5.9781 -20.0845
H: 2.4230 -0.8450 -18.4370
H: 3.5569 -2.0998 -18.9644
H: 3.2837 -1.8620 -17.2527
H: 1.9894 -3.0810 -16.2111
H: 1.6108 -4.5845 -17.0536
H: 0.3331 -3.4378 -16.7404
H: 3.4050 -4.8125 -19.3010
H: 3.5539 -5.1608 -21.0185
H: 4.5093 -3.8506 -20.3745
H: 3.5201 -2.7353 -22.3309
H: 2.0749 -3.7734 -22.6790
H: 1.9125 -2.0821 -22.0921
H: -1.3900 -4.0832 -18.6562
H: -1.3579 -5.7673 -18.9882
H: -0.4011 -5.1870 -17.6541
H: 0.2115 -6.7392 -20.1701
H: 1.7690 -6.3359 -19.4120
H: 1.4600 -5.8509 -21.0578
C: -2.6938 -1.1712 -19.1708
S: -2.7113 -0.6750 -17.4490
O: -3.0466 -1.9553 -16.7579
C: -0.9083 -0.4856 -17.3383
H: -2.3251 -2.1951 -19.1049
H: -2.0107 -0.6282 -19.8259
H: -3.6769 -1.1381 -19.6353
H: -0.6294 0.2892 -18.0485
H: -0.5051 -1.4521 -17.6386
H: -0.6484 -0.2524 -16.3103
C: -1.8426 -3.5632 -22.2873
S: -3.5592 -3.9375 -22.4362
O: -4.0462 -4.3059 -21.0730
C: -4.1135 -2.2330 -22.6439
H: -1.1439 -4.3548 -22.0053
H: -1.5743 -2.7332 -21.6284
H: -1.4503 -3.2633 -23.2715
H: -4.7636 -2.0536 -23.4950
H: -3.2515 -1.5678 -22.7079
H: -4.6151 -2.0007 -21.7058
C: -5.2050 -3.8492 -18.0736
S: -5.0883 -5.0604 -16.7656
O: -6.4513 -5.2277 -16.1877
C: -4.9527 -6.5045 -17.8568
H: -5.1185 -2.8621 -17.6254
H: -6.1444 -3.9549 -18.6156
H: -4.3681 -3.9746 -18.7654
H: -5.8116 -6.4704 -18.5218
H: -5.0270 -7.3376 -17.1591
H: -4.0053 -6.5896 -18.3866
C: 5.2778 -8.7300 -18.1648
S: 5.1673 -8.1049 -19.8312
O: 3.8221 -7.4673 -19.8679
C: 6.3654 -6.7941 -19.6950
H: 6.2206 -9.1680 -17.8375
H: 4.5063 -9.4893 -18.0495
H: 5.0198 -7.8925 -17.5104
H: 6.0875 -6.1008 -18.8973
H: 6.3610 -6.2432 -20.6342
H: 7.3594 -7.2015 -19.5102
C: -2.3393 -7.7545 -21.5089
S: -3.7792 -8.6784 -21.0108
O: -3.6726 -8.7744 -19.5397
C: -4.9538 -7.3685 -21.3413
H: -2.1239 -6.9755 -20.7764
H: -2.4074 -7.2877 -22.4945
H: -1.4990 -8.4496 -21.5518
H: -5.9632 -7.7490 -21.2009
H: -4.8699 -7.0063 -22.3673
H: -4.7071 -6.5533 -20.6624

---

Number 1: energy -357800.1676 eV. Number 2: energy -9458.6612 eV. Number 3: energy -15087.2891 eV. Number 4: energy -119909.9809 eV.